[1]
11
Properties=species:S:1:pos:R:3:forces:R:3 method="wB97M-V/def2-TZVPD" multiplicity=3 gap_ev="6.96 / 7.30" relative_energy_kcal_mol=74.1
C 0.25077 -1.34122 0.65481 0.67 -3.36 -0.88
C -0.88172 -0.72248 -0.12810 -1.26 0.21 -0.93
C 0.29510 -0.10586 0.42014 1.55 2.52 1.49
N 1.42198 2.51005 -1.32049 2.88 1.19 -0.59
I -0.59139 2.65100 -1.20513 -3.79 0.82 -0.17
H 2.03046 3.32542 -1.63744 -0.33 -1.84 0.68
H 0.75376 -2.29828 0.84982 -0.41 0.80 0.16
H -1.00369 -0.58822 -1.21075 0.26 -0.96 0.05
H -1.82398 -0.63409 0.36626 -0.65 0.21 0.41
H 0.84918 0.79876 0.58234 -0.12 0.06 0.12
H 1.70847 1.64142 -0.87896 1.21 0.35 -0.35

---

[2]
11
Properties=species:S:1:pos:R:3:forces:R:3 method="wB97M-V/def2-TZVPD" multiplicity=3 gap_ev="6.76 / 7.19" relative_energy_kcal_mol=54.7
C -0.53500 -0.03596 -1.03865 -1.99 -0.01 -0.82
C -0.91058 -0.74198 0.28324 -2.02 -0.40 0.55
C -0.30586 0.59664 0.20877 4.13 0.29 2.68
N 1.45018 0.79569 0.78185 -5.91 0.03 -0.41
I 2.99008 0.11505 -0.34779 2.81 -0.86 -1.94
H 0.09531 -0.60248 -1.63667 1.71 -0.55 -0.66
H -1.23080 0.52925 -1.65995 -0.36 -0.53 0.21
H -1.98118 -0.97604 0.66583 1.90 0.94 -0.79
H -0.23459 -1.52584 0.56772 0.26 -0.31 -0.27
H -0.89359 1.42185 0.46774 -0.35 1.27 0.33
H 1.55602 0.42382 1.70789 -0.17 0.13 1.13

---

[3]
12
Properties=species:S:1:pos:R:3:forces:R:3 method="wB97M-V/def2-TZVPD" gap_ev=10.14 total_charge=+1 smiles="IC1=[NH+]CCN1" relative_energy_kcal_mol=3.7
C -1.18112 -0.04353 0.06645 -3.06 -0.75 0.57
C 0.90461 0.81112 -0.18239 -1.87 -1.77 -0.62
C 0.99735 -0.73021 0.11691 -0.84 0.58 -0.22
N -0.52026 1.05992 0.20461 2.52 -3.49 -0.89
N -0.47569 -1.13950 0.03372 2.25 3.27 -0.19
I -3.36524 -0.04230 0.00549 1.80 -0.08 0.08
H 1.47774 1.46230 0.37785 1.65 0.88 1.12
H 1.03291 0.97556 -1.25970 -0.07 0.15 0.29
H 1.65854 -1.22215 -0.55767 -0.09 -0.44 -1.05
H 1.38669 -1.01618 1.06196 0.00 0.21 1.24
H -0.99638 1.86153 0.24535 -1.69 4.08 0.04
H -0.91914 -1.97656 -0.11258 -0.60 -2.65 -0.36

---

[4]
14
Properties=species:S:1:pos:R:3:forces:R:3 method="wB97M-V/def2-TZVPD" gap_ev=9.12 total_charge=+1 smiles="[NH3+][C@H]1SCC(=O)N1I" relative_energy_kcal_mol=14.2
C -0.74793 -1.43664 0.25965 1.24 2.32 -1.78
C 0.69514 -1.78925 -0.12274 -1.87 -2.02 -3.77
C 0.04117 0.65165 -0.64387 1.44 1.25 -0.94
N -0.99983 -0.09912 -0.27207 -1.53 -1.16 0.91
N 0.55126 1.78769 0.52262 -2.85 0.84 -1.25
O -1.59140 -1.98455 0.85535 -0.46 -1.44 0.74
S 1.41134 -0.42130 -1.06845 -0.07 -0.07 0.49
I -2.95984 0.46687 -0.09066 0.30 0.46 -0.10
H 1.17361 -1.99567 0.75353 1.71 -0.75 2.20
H 0.68947 -2.75194 -0.86365 -0.04 2.21 2.06
H -0.05562 1.41992 -1.43852 -0.59 -0.77 0.29
H 1.01831 1.46597 1.32773 1.21 -0.69 0.98
H -0.31741 2.28882 0.87221 1.21 -0.47 -0.68
H 1.09174 2.39754 -0.09113 0.30 0.26 0.84

---

[5]
18
Properties=species:S:1:pos:R:3:forces:R:3 method="wB97M-V/def2-TZVPD" gap_ev="8.67 / 8.67" total_charge=+1 smiles="CN/C(NI)=C(/[N+](=O)[O-])[N+](=O)O" relative_energy_kcal_mol=0.0
C -0.26109 0.40015 1.78262 -1.04 -1.41 0.14
C -0.61533 -0.73981 0.86902 -0.08 0.29 -0.81
C 0.76313 0.15493 -1.04777 -2.03 -0.23 -5.99
N -1.48044 -1.69047 1.28154 1.07 0.73 -0.90
N -0.43030 1.69440 1.47159 1.14 -1.06 -0.09
N -0.11555 0.04122 3.20595 -0.64 1.05 0.35
N -0.03499 -0.79552 -0.31526 0.21 -1.27 0.12
O -0.96769 1.94531 0.26688 -0.91 -0.87 -0.86
O -0.03290 2.59442 2.11296 0.12 1.83 1.04
O -0.32222 -1.15903 3.45406 0.79 1.17 0.57
O 0.07307 0.92565 4.01730 0.08 -1.44 -0.79
I -1.87828 -3.53569 0.41500 0.35 0.95 0.26
H 1.50584 0.71040 -0.63692 1.99 1.24 2.36
H 1.29369 -0.33976 -1.97857 -1.11 0.30 2.17
H 0.10650 0.92871 -1.64800 0.87 -1.55 1.46
H -1.33481 -1.67918 2.28338 -0.76 -0.74 0.83
H -0.92680 2.90277 0.10095 0.21 0.24 0.44
H -0.03884 -1.76073 -0.67627 -0.26 0.77 -0.30

---

[6]
18
Properties=species:S:1:pos:R:3:forces:R:3 method="wB97M-V/def2-TZVPD" gap_ev=7.78 total_charge=+1 relative_energy_kcal_mol=35.6
C -0.60686 -0.75076 0.32674 -1.01 2.38 0.53
C 0.48147 0.07419 -0.00735 5.72 -4.50 -0.12
C -0.15254 2.42299 -0.22288 1.80 -1.62 -1.72
N 1.88730 -0.92347 0.00589 -3.10 1.57 -0.45
N -0.87607 -1.98127 -0.08751 1.10 -1.39 -0.24
N -1.71154 -0.07201 1.08931 -0.45 -2.12 -2.10
N 0.75273 1.28766 -0.15025 -1.69 0.64 0.34
O -0.10965 -2.48389 -1.09145 0.23 -1.55 -0.35
O -1.67025 -2.73498 0.35550 -1.20 -0.23 0.73
O -1.46817 0.77191 1.87444 1.16 1.46 1.42
O -2.78731 -0.44329 0.72473 -1.39 0.02 0.15
I 3.70688 -0.03632 0.12416 0.13 0.52 0.11
H 0.17210 2.83608 -1.14069 -0.81 0.87 -1.28
H -1.13050 2.17679 -0.05297 -2.39 -0.42 -0.11
H 0.22068 3.01333 0.49168 0.79 2.76 2.95
H 1.88257 -1.26420 -0.95636 -0.15 -0.28 0.11
H -0.29179 -3.51284 -1.06510 0.27 2.54 0.05
H 1.70095 1.62009 -0.21790 1.00 -0.65 -0.03

---

[7]
13
Properties=species:S:1:pos:R:3:forces:R:3 method="wB97M-V/def2-TZVPD" gap_ev=8.62 smiles="O=[S@@]1(I)=NCCC1" relative_energy_kcal_mol=57.2
C 0.59159 1.09252 0.18959 -1.94 -2.87 -0.64
C 0.84048 -0.06562 1.13345 1.00 -0.16 0.48
C -0.51447 0.59839 -0.75052 -1.09 0.66 -1.90
N 0.55280 -1.33002 0.56153 -0.54 -1.91 -1.74
O -0.20965 -1.94839 -1.85301 0.40 -0.40 -0.06
S -0.40471 -1.25630 -0.61379 0.08 1.86 0.35
I -2.78068 -1.86917 -0.19482 0.03 -0.01 0.24
H 0.25053 1.93789 0.65834 -0.44 2.15 1.24
H 1.41229 1.24229 -0.39336 2.50 0.80 -1.36
H 1.84633 -0.16446 1.50948 0.74 0.44 -0.26
H 0.30816 -0.02581 2.02370 -1.47 0.67 1.77
H -1.55243 0.89028 -0.36600 1.41 -0.44 -0.88
H -0.34026 0.89839 -1.90459 -0.68 -0.78 2.75

---

[8]
14
Properties=species:S:1:pos:R:3:forces:R:3 method="wB97M-V/def2-TZVPD" multiplicity=3 gap_ev="4.53 / 5.70" total_charge=-1
C 1.53000 0.13584 -0.73717 -3.17 -0.54 0.03
C -0.70040 0.29568 1.04004 3.49 2.44 -3.68
C 0.87069 -0.70452 0.30535 -2.07 1.30 -1.03
O -1.64175 -1.12307 -0.80739 -1.17 0.19 0.19
O -3.00625 0.87405 -0.25878 0.11 0.14 0.56
O -0.94167 1.00569 -1.56611 -0.39 1.45 -0.08
S -1.70210 0.31791 -0.54563 1.10 -2.00 -0.15
I 1.86092 -1.13892 2.19666 0.98 -0.32 2.40
H 1.61132 1.05481 -0.22599 0.70 1.68 0.02
H 2.48205 -0.31274 -0.88182 0.87 -0.25 -0.92
H 0.67257 0.23120 -1.52454 2.60 -0.08 0.56
H -1.18526 -0.32332 1.65954 -1.61 -2.04 2.62
H -0.23395 1.24785 1.43254 -0.88 -1.12 -0.40
H 0.38382 -1.56046 -0.08668 -0.57 -0.86 -0.10

---

[9]
16
Properties=species:S:1:pos:R:3:forces:R:3 method="wB97M-V/def2-TZVPD" gap_ev=5.93 relative_energy_kcal_mol=0.0
O -2.98303 -1.38393 -0.80348 -0.18 0.07 0.01
C -1.77283 -1.58420 -0.10744 0.37 -0.14 -0.02
C -1.73722 -0.58884 1.04033 -0.32 0.07 0.00
O -0.52396 -0.68553 1.77229 0.39 -0.01 0.16
H -3.06530 -2.03769 -1.50248 0.03 0.00 0.00
H -0.89919 -1.41433 -0.76049 -0.19 -0.05 0.19
H -1.70556 -2.61034 0.29339 0.00 0.18 -0.05
H -2.59944 -0.73592 1.70545 0.10 0.04 -0.21
H -1.77892 0.43502 0.64474 -0.01 -0.29 0.10
K 1.75517 0.69008 1.25489 0.35 0.18 -0.12
O 3.97829 1.47520 0.28423 0.08 0.02 0.03
C 3.45273 2.05189 -0.71923 0.13 0.01 -0.12
O 2.14261 1.99862 -0.84436 -1.43 0.40 -0.95
O 4.09869 2.67557 -1.62293 -0.30 0.44 -0.81
Li 2.12253 3.21079 -2.92727 1.25 -0.97 1.95
H -0.48458 -1.49639 2.29238 -0.27 0.05 -0.15

---

[10]
15
Properties=species:S:1:pos:R:3:forces:R:3 method="wB97M-V/def2-TZVPD" gap_ev=7.01 total_charge=+1
O -1.68373 -0.05222 -1.33388 -0.64 0.35 0.00
C -0.77358 0.46714 -0.56542 1.45 -1.48 -0.23
O 0.42737 0.45701 -0.84273 0.49 -0.43 -0.60
O -1.19506 0.83384 0.60107 -0.11 -1.09 -0.38
C -0.49262 0.32087 1.76551 1.64 3.59 3.04
H -1.39059 -0.04459 2.29163 -0.43 2.46 1.28
H -0.01137 -0.38475 2.45383 1.80 -3.14 -3.05
H 0.66510 1.06837 1.99017 -3.76 -0.89 0.02
C -1.25646 -0.97463 -2.34619 0.47 0.22 -0.64
H -2.14624 -1.19148 -2.94087 0.26 -0.13 0.27
H -0.47596 -0.54564 -2.98585 -0.32 0.10 0.12
O 2.69633 0.81386 1.55216 0.53 -1.27 -1.56
Yb 2.45028 -0.46054 -0.20862 -0.19 1.91 2.10
Li 4.01276 1.55171 2.43041 -0.78 -0.24 -0.28
H -0.82621 -1.85896 -1.86121 -0.40 0.04 -0.08